No. 1
95
Properties=species:S:1:pos:R:3:forces:R:3 method="wB97M-V/def2-TZVPD" homo_ev="-10.16 / -10.16" charge=+1 e_tot_ev=-173822.0402 largest_force_ev_per_a=0.5
I 2.8057 -7.5209 5.8369 0.0 -0.1 0.1
I -2.3363 6.9518 -6.1670 0.0 0.1 -0.1
I 8.0180 4.8306 2.4737 0.1 0.1 0.0
I -6.1325 -6.3799 -4.7658 0.0 -0.1 0.0
Pd 0.3891 -0.5095 -0.5071 0.3 -0.1 -0.3
Se -3.6179 -1.5525 0.7937 0.0 -0.1 -0.1
S 0.9714 2.4508 3.0216 0.0 0.0 -0.1
N -0.3373 -2.3700 -0.1600 -0.1 -0.1 -0.1
N -1.5462 3.1664 2.2987 0.1 0.1 0.0
N -0.9689 -0.2768 -1.9960 0.0 0.4 0.0
N 1.1810 1.3036 -0.9308 0.1 0.0 0.1
N -1.3907 0.3771 0.9673 -0.4 0.1 0.3
N 1.8594 -0.8161 0.8418 0.0 0.0 0.1
N -1.4373 1.8206 4.0093 0.1 0.0 -0.1
C -0.0670 3.6849 -4.4734 0.0 0.0 0.0
C 1.2138 -3.0659 1.6076 0.1 0.0 0.1
C -1.7162 5.3413 -5.0152 0.0 -0.1 0.1
C -2.2527 0.6220 -3.6560 -0.1 0.0 -0.1
C 2.2815 -6.0691 4.4482 0.0 0.1 -0.1
C -0.4798 4.7570 -5.2515 0.0 0.0 0.0
C 2.8637 -6.0761 3.1874 0.0 0.0 0.0
C -0.8888 3.1843 -3.4696 0.0 0.0 0.0
C -1.9444 -1.1838 -2.3711 -0.1 -0.3 0.1
C 2.0461 -1.8877 1.5947 -0.2 -0.1 -0.1
C 0.1427 -3.2568 0.8107 0.1 0.0 0.0
C -2.2165 -2.3809 -1.7500 -0.1 0.1 -0.4
C 4.3821 2.4914 2.4506 0.0 0.0 0.0
C 5.1394 2.5760 0.1709 0.1 0.0 0.0
C 1.3056 3.5087 -1.6173 0.0 0.1 0.0
C 2.2665 3.3028 -0.7007 0.0 0.1 0.0
C 3.7663 -0.5631 2.1267 0.0 -0.2 0.1
C -4.3331 -3.7942 -1.8036 0.0 0.0 0.1
C 3.2267 -1.7612 2.4147 0.2 0.1 0.1
C -1.6597 -4.2420 -0.0890 0.0 -0.2 0.1
C 0.6095 2.2511 -1.7837 -0.1 0.0 -0.1
C -2.7361 -0.6205 -3.4275 0.0 0.1 0.0
C -1.4250 -2.9250 -0.6678 0.1 0.1 0.3
C 2.1638 1.9197 -0.2976 0.0 -0.1 0.0
C -2.9421 2.8871 2.6015 0.0 0.0 0.0
C -0.7018 2.4858 3.0964 -0.2 0.0 0.0
C -4.8663 -5.0758 -3.7645 0.0 0.1 0.1
C -1.1719 0.8179 -2.7359 0.0 -0.3 0.1
C 2.5123 -5.1035 2.2625 0.0 0.0 0.0
C -2.8850 -3.7257 -3.7118 0.0 0.0 -0.1
C 1.5799 -4.1269 2.5925 0.0 0.0 0.0
C -0.7009 -4.4392 0.8229 0.0 -0.1 -0.1
C -1.1757 3.8462 1.0883 0.0 0.0 0.0
C 6.3927 3.6793 1.8917 -0.1 -0.1 0.0
C 4.2084 2.1442 1.1141 0.0 -0.1 0.0
C -2.3017 -0.3527 0.9429 0.2 0.1 -0.1
C 1.0025 -4.1265 3.8563 0.0 0.0 0.0
C -0.4371 2.0468 -2.6223 0.0 0.2 0.0
C 1.3508 -5.0959 4.7861 0.0 0.0 0.0
C 6.2345 3.3317 0.5558 0.0 0.0 0.0
C -5.1746 -4.6680 -2.4723 0.0 0.0 0.0
C 5.4679 3.2631 2.8387 0.0 0.0 0.0
C -3.1836 -3.3026 -2.4171 0.0 0.0 0.1
C -3.7170 -4.6089 -4.3840 0.0 0.0 0.0
C -2.8630 2.0932 3.9165 0.0 0.0 0.0
C -2.1319 3.7705 -3.2490 0.0 0.0 0.0
C -2.5435 4.8521 -4.0112 0.0 0.0 0.0
C 3.0535 1.3195 0.6704 0.1 0.0 0.1
C 2.8957 0.0670 1.1596 0.0 0.1 -0.2
H -3.4426 1.1719 3.8715 0.0 0.0 0.0
H -3.5783 -1.0976 -3.9002 0.0 0.0 0.0
H -3.3928 2.3053 1.7929 0.0 0.0 0.0
H -3.5068 3.8135 2.7121 0.0 0.0 0.0
H 3.5861 -6.8369 2.9248 0.0 0.0 0.0
H 5.5852 3.5416 3.8773 0.0 0.0 0.0
H 0.1618 5.1326 -6.0371 0.0 0.0 0.0
H 0.8967 -5.0928 5.7678 0.0 0.0 0.0
H -2.4565 -4.9104 -0.3672 0.0 0.0 0.0
H 2.9684 4.0142 -0.2973 0.0 0.0 0.0
H 6.9593 3.6490 -0.1813 0.0 0.0 0.0
H -1.5485 3.2971 0.2159 0.0 0.0 0.0
H -2.5989 1.3413 -4.3785 0.0 0.0 0.0
H -3.5042 5.3120 -3.8232 0.0 0.0 0.0
H 5.0181 2.3087 -0.8732 0.0 0.0 0.0
H -6.0723 -5.0261 -1.9871 0.0 0.0 0.0
H 3.5921 -2.5113 3.0976 0.0 0.0 0.0
H -0.9840 1.3514 4.7704 0.0 0.0 0.1
H -1.5888 4.8567 1.0750 0.0 0.0 0.0
H 4.6685 -0.1305 2.5249 0.0 0.0 0.0
H -3.2140 2.6840 4.7642 0.0 0.0 0.0
H -1.9853 -3.3679 -4.1981 0.0 0.0 0.0
H 0.8988 3.2283 -4.6551 0.0 0.0 0.0
H -3.4664 -4.9296 -5.3860 0.0 0.0 0.0
H -0.5506 -5.2940 1.4628 0.0 0.0 0.0
H -2.7791 3.3861 -2.4683 0.0 0.0 0.0
H 1.0583 4.4282 -2.1232 0.0 -0.1 0.0
H -0.0909 3.8984 1.0439 0.0 0.0 0.0
H 0.2782 -3.3637 4.1186 0.0 0.0 0.0
H 3.6586 2.1746 3.1914 0.0 0.0 0.0
H -4.5857 -3.4928 -0.7955 0.0 0.0 -0.1
H 2.9672 -5.1078 1.2786 0.0 0.0 0.0


No. 2
95
Properties=species:S:1:pos:R:3:forces:R:3 method="wB97M-V/def2-TZVPD" homo_ev="-12.02 / -12.55" charge=+2 multiplicity=5 s2=6.0595 e_tot_ev=-70159.1369 largest_force_ev_per_a=2.7
Ru 0.2916 -1.0425 -0.6137 -0.5 1.2 -0.5
O -6.2684 4.7555 -0.3811 -0.6 -0.2 -1.1
O 5.7021 4.5452 -5.4139 -1.8 0.4 -0.4
O 7.1594 -1.8002 5.2528 0.2 1.0 -0.7
O -5.3556 -4.9856 5.3316 -0.4 0.9 -1.1
O -4.3760 -0.0309 -4.0074 0.9 0.1 0.8
N -1.7545 -1.4103 -0.5383 0.8 -0.3 0.1
N 0.5626 -1.9563 1.1770 0.8 -0.4 0.3
N -0.0922 0.2827 -2.2271 0.2 -0.5 -1.2
N 2.2731 -0.5122 -0.7328 -0.5 -0.6 0.7
C -3.8598 -1.8208 -1.2905 -0.4 -1.4 1.0
C 4.2916 0.1713 -1.4763 0.5 -0.3 1.3
C 5.1205 -0.4847 2.5193 -0.1 1.0 -0.4
C -4.3875 3.3869 -0.6490 0.0 -0.3 -1.3
C 6.1857 -0.6022 3.3966 -0.3 -0.1 0.0
C -4.6001 -4.4094 4.3631 -0.1 -0.9 1.7
C -2.6788 -1.0335 -1.5076 0.1 0.0 1.4
C 3.1124 1.8291 -3.6214 -0.9 -0.4 0.1
C 6.2171 -1.6801 4.2968 0.7 -0.3 0.0
C 2.8772 0.1980 -1.7476 0.4 -0.3 0.7
C -2.3378 -2.3398 0.2876 0.4 0.9 -0.3
C 4.7658 3.6997 -4.9004 1.0 -0.4 0.1
C -3.3116 -4.9704 4.2514 0.1 0.7 -0.3
C -0.4580 -2.4606 1.9766 -0.2 0.1 -0.4
C -6.6762 -4.4084 5.4904 -0.2 -0.7 0.8
C -1.8123 -2.7186 1.5914 0.2 0.5 0.5
C -4.9903 -3.2785 3.6580 -0.1 0.6 -0.8
C 3.2416 -0.9011 0.1759 -1.2 0.5 -0.5
C 2.9936 -1.4092 1.4817 0.7 -0.3 0.7
C -2.5699 0.0071 -2.4476 1.1 -1.2 0.3
C 2.2671 0.9038 -2.7847 0.1 0.6 -0.5
C -4.4426 1.7402 -2.3978 1.5 -2.0 -0.9
C 0.0606 -2.6461 3.3012 0.3 0.0 0.7
C -6.3601 3.0935 -2.1122 0.2 -0.3 -0.3
C -5.6747 3.7526 -1.0880 -0.4 0.5 1.2
C -4.0941 -2.7374 2.7494 0.6 -0.1 -0.2
C 5.2158 2.3693 -4.7019 -1.1 0.5 0.3
C -3.6286 -2.6918 -0.2464 -0.7 1.2 -0.8
C 5.3138 -2.7475 4.1588 0.0 1.1 -0.3
C -1.1075 1.1437 -4.1475 -0.8 0.1 -1.0
C 5.1287 5.7845 -5.9573 1.2 0.7 0.7
C 0.2163 1.3323 -4.2829 -0.1 0.3 0.8
C 1.7401 -1.8820 1.9572 -2.3 0.3 -1.3
C 2.6859 3.1508 -3.8581 -0.6 -0.5 0.2
C -2.7760 -3.2632 2.5871 -0.2 0.2 -0.4
C 4.5182 -0.5230 -0.3170 0.3 0.1 -0.8
C -1.3323 0.4358 -2.8951 1.0 0.7 0.5
C 4.3514 -2.6274 3.1903 -1.2 -0.5 0.7
C -2.4092 -4.3551 3.4111 -0.1 0.0 0.0
C -7.4901 5.2524 -0.9862 -0.1 0.9 0.2
C 4.1394 -1.4741 2.4280 0.0 -0.2 -0.8
C 1.3780 -2.2633 3.2760 -0.1 -0.9 1.0
C 4.3471 1.4372 -4.1382 1.2 0.1 0.0
C 3.4643 4.0699 -4.5234 0.4 0.2 -0.3
C 8.2083 -0.7701 5.1881 -0.5 -0.6 0.0
C 0.8461 0.8473 -3.0558 -0.5 -0.6 0.9
C -3.7459 2.3984 -1.3920 -1.0 1.1 0.6
C -5.7317 2.0418 -2.7669 -0.9 0.8 0.7
C -3.8306 0.5283 -3.0687 -1.6 0.7 -0.8
H -1.3750 -4.6631 3.3664 -0.2 -0.6 -0.1
H 4.7873 6.4431 -5.1093 0.3 -0.6 -0.8
H 9.0013 -1.1273 5.8394 0.0 0.0 -0.1
H -3.8986 3.9460 0.1397 -0.1 -0.1 -0.1
H 5.4020 -3.5610 4.8433 0.0 -0.6 0.1
H -7.2870 -4.5479 4.5747 0.5 0.4 0.4
H 6.2419 2.1531 -4.9565 -0.1 -0.3 -0.2
H -6.6058 -3.3654 5.8746 -0.1 -0.7 -0.5
H 5.0639 0.6861 -1.9764 0.4 0.4 -0.6
H 3.5871 -3.3788 3.0579 0.4 -0.5 0.1
H 7.8188 0.1852 5.5745 0.1 -0.3 -0.3
H -7.3004 5.7033 -1.9908 0.0 -0.7 0.6
H -5.9803 -2.8071 3.7755 0.8 -0.4 0.0
H -7.1400 -5.0342 6.2663 0.2 0.3 -0.2
H 3.0869 5.0702 -4.7387 0.1 -0.4 0.3
H 1.7042 3.4548 -3.4930 0.2 0.0 -0.1
H 2.0539 -2.3561 4.1210 -0.3 0.3 -0.2
H 8.5397 -0.6814 4.1335 0.2 0.0 0.9
H 4.6894 0.4027 -4.0305 -0.2 0.4 -0.1
H -3.0581 -5.8147 4.8911 0.0 0.2 -0.3
H 4.9735 0.4139 1.8943 0.4 -0.4 0.6
H -6.2513 1.4264 -3.4824 0.0 0.1 -0.2
H -8.2994 4.4966 -1.0111 0.6 0.4 0.0
H -4.3914 -1.8386 2.2157 0.1 -0.2 -0.1
H 4.2993 5.5864 -6.6501 0.4 -0.1 0.2
H -4.3296 -3.4049 0.1681 0.2 0.0 -0.1
H 7.0192 0.0888 3.4113 -0.7 0.3 -0.1
H 0.7455 1.8222 -5.0730 0.1 0.0 -0.3
H -0.4915 -3.0310 4.1819 0.6 0.6 -0.8
H 5.4677 -0.7623 0.1656 -0.4 0.2 -0.5
H -1.8905 1.3598 -4.9099 0.7 -0.2 0.9
H -7.8349 6.0916 -0.3712 0.2 -0.4 0.1
H 5.9813 6.3082 -6.4707 -1.0 -0.7 0.4
H -7.3821 3.3890 -2.3360 0.4 -0.3 -0.2
H -2.7095 2.2030 -1.2491 0.6 -0.3 0.4
H -4.7603 -1.7771 -1.8686 -0.2 0.1 -0.3